This record from the OMol25 dataset describes a molecular structure, Cl4O16Sr. The level of theory is the ωB97M-V functional and the def2-TZVPD basis.

Summary:
Largest force on an atom   8.721 eV Å⁻¹
Total charge   -2
Energy above the lowest of the compared OMol25 structures with the same formula, charge and spin   1.2411 eV
LUMO   3.80 eV
Spin multiplicity   1
Orbital gap   7.86 eV

```
21
Cl4O16Sr | the OMol25 dataset | the ωB97M-V functional and the def2-TZVPD basis
Sr -19.70 -14.00 21.81
Cl -21.55 -12.84 25.21
O -20.77 -12.89 24.03
O -22.92 -12.68 24.92
O -21.08 -13.81 26.06
O -21.17 -11.51 25.68
Cl -19.59 -17.97 21.74
O -20.96 -18.00 21.33
O -18.81 -18.27 20.49
O -19.34 -16.71 22.21
O -19.26 -18.91 22.69
Cl -17.29 -10.68 22.20
O -16.10 -10.69 21.47
O -17.18 -10.54 23.62
O -18.09 -9.65 21.68
O -18.06 -11.85 21.97
Cl -21.63 -11.15 20.37
O -21.18 -9.88 20.23
O -22.94 -11.32 19.85
O -20.73 -12.02 19.86
O -21.70 -11.25 21.78
```